1.
# C3H10Si3

An isolated molecule of C3H10Si3 (the ωB97M-V functional and the def2-TZVPD basis, OMol25).

* gap between HOMO and LUMO (spin up / spin down): 5.5518 / 7.5459 eV
* strongest force on any atom: 7.1 eV/A
* highest occupied orbital energy (spin up / spin down): -5.15 / -9.49 eV
* total charge: 0
* E_tot: -988.4317 hartree
* spin multiplicity: 3
* molecular weight: 130.37 u
* energy relative to the best compared isomer or geometry (same formula, charge and spin): 28.0 kcal/mol

```
16
C3H10Si3, DFT the ωB97M-V functional and the def2-TZVPD basis
C -0.408 -0.560 0.190
C -0.812 0.387 -0.967
C -1.518 -0.708 -1.013
Si 1.049 -1.756 -0.070
Si -0.295 2.113 -1.426
Si 0.055 0.160 2.148
H -2.342 -1.372 -1.228
H 0.972 -1.886 -1.692
H 0.748 -3.169 0.312
H 2.494 -1.586 0.226
H -0.295 2.225 -2.863
H 0.962 2.077 -0.695
H -1.273 2.777 -0.569
H 0.169 1.678 1.935
H 1.438 -0.116 2.690
H -0.944 -0.264 3.024
```


2.
# C33H39BiCl3N6O4PS5Sb2Si

A structure of composition C33H39BiCl3N6O4PS5Sb2Si (the ωB97M-V functional and the def2-TZVPD basis, OMol25).

* gap between HOMO and LUMO: 7.2389 eV
* strongest force on any atom: 2.2 eV/A
* highest occupied orbital energy: -3.83 eV
* total charge: -2
* E_tot: -6608.2648 hartree
* spin multiplicity: 1
* molecular weight: 1361.97 u
* energy relative to the best compared isomer or geometry (same formula, charge and spin): 30.5 kcal/mol

```
95
C33H39BiCl3N6O4PS5Sb2Si, DFT the ωB97M-V functional and the def2-TZVPD basis
Bi 2.182 0.543 0.123
S 5.105 -1.493 4.089
Sb 4.122 0.191 2.954
S 1.736 -0.220 2.443
S 4.588 0.173 0.550
S 4.355 2.279 3.815
Cl 3.622 1.454 -2.582
Si 3.447 -0.608 -3.278
Cl 1.218 -0.447 -3.534
Cl 3.892 -0.283 -5.324
C 1.876 6.225 1.417
N 0.893 5.780 0.432
C 1.269 6.215 -0.912
P 0.589 4.106 0.491
O 1.733 3.265 0.077
N 0.092 3.723 2.030
C 1.114 3.378 3.018
C -1.145 4.188 2.620
N -0.736 3.917 -0.496
C -1.818 4.884 -0.553
C -0.661 3.035 -1.654
H 1.934 7.316 1.389
H 2.876 5.819 1.225
H 1.568 5.921 2.417
H 1.250 7.306 -0.954
H 0.561 5.823 -1.642
H 2.273 5.873 -1.191
H 2.070 3.207 2.532
H 0.832 2.467 3.548
H 1.251 4.173 3.760
H -1.938 4.199 1.877
H -1.051 5.185 3.071
H -1.427 3.486 3.409
H -1.677 5.643 0.213
H -2.783 4.388 -0.403
H -1.846 5.380 -1.530
H 0.249 2.442 -1.606
H -0.651 3.611 -2.587
H -1.522 2.361 -1.683
C 2.069 -5.164 -4.518
C 0.861 -4.830 -3.926
C 0.843 -4.071 -2.765
C 2.028 -3.656 -2.173
C 3.236 -4.028 -2.749
C 3.257 -4.769 -3.921
Sb 1.941 -2.305 -0.494
C 3.381 -3.319 0.750
C 4.721 -3.377 0.377
C 5.636 -4.054 1.168
C 5.228 -4.669 2.340
C 3.905 -4.573 2.740
C 2.987 -3.892 1.955
C 0.322 -3.385 0.487
C 0.193 -4.747 0.225
C -0.823 -5.492 0.807
C -1.724 -4.885 1.668
C -1.582 -3.539 1.966
C -0.563 -2.796 1.384
H 2.086 -5.723 -5.445
H -0.072 -5.139 -4.380
H -0.107 -3.797 -2.323
H 4.168 -3.720 -2.295
H 4.205 -5.019 -4.382
H 5.054 -2.859 -0.516
H 6.678 -4.089 0.872
H 5.943 -5.193 2.961
H 3.586 -5.010 3.677
H 1.966 -3.794 2.299
H 0.896 -5.234 -0.437
H -0.908 -6.548 0.584
H -2.525 -5.461 2.114
H -2.266 -3.060 2.656
H -0.446 -1.759 1.655
O -6.924 -0.441 -3.573
S -7.912 0.081 -2.651
O -8.527 1.335 -3.057
O -8.835 -0.914 -2.124
C -6.959 0.552 -1.158
N -7.646 1.043 -0.128
C -6.960 1.324 0.965
C -5.594 1.110 1.073
C -4.960 0.617 -0.063
N -5.649 0.349 -1.172
C -3.503 0.354 -0.105
C -2.602 1.008 0.729
C -1.255 0.715 0.618
N -0.761 -0.175 -0.242
C -1.626 -0.793 -1.048
C -2.990 -0.560 -1.026
H -7.526 1.727 1.800
H -5.063 1.303 1.994
H -2.931 1.747 1.447
H -0.534 1.219 1.255
H -1.197 -1.501 -1.748
H -3.666 -1.052 -1.712
```


3.
# C17H15F3N2O4

An isolated molecule of C17H15F3N2O4 (the ωB97M-V functional and the def2-TZVPD basis, OMol25).

* gap between HOMO and LUMO: 8.7912 eV
* strongest force on any atom: 1.1 eV/A
* highest occupied orbital energy: -8.26 eV
* total charge: 0
* E_tot: -1366.9562 hartree
* spin multiplicity: 1
* molecular weight: 368.31 u

```
41
C17H15F3N2O4, DFT the ωB97M-V functional and the def2-TZVPD basis
O -3.109 -0.504 -1.708
C -3.832 -1.364 -1.274
O -3.436 -2.620 -1.091
H -2.494 -2.721 -1.301
C -5.289 -1.174 -0.917
C -5.594 0.276 -0.545
H -5.102 0.927 -1.270
H -6.670 0.450 -0.602
C -5.115 0.607 0.875
C -3.636 0.291 1.028
O -3.239 -0.724 1.555
N -2.827 1.256 0.506
C -1.451 1.191 0.304
C -0.636 0.194 0.829
N 0.671 0.148 0.625
C 1.246 1.085 -0.104
C 0.521 2.137 -0.679
C -0.837 2.183 -0.470
H -1.430 2.975 -0.904
H 1.035 2.877 -1.270
O 2.576 1.095 -0.356
C 3.495 0.204 0.115
C 4.790 0.430 -0.356
C 5.822 -0.397 0.048
C 5.592 -1.450 0.926
C 4.306 -1.663 1.387
C 3.257 -0.849 0.992
H 2.258 -1.024 1.354
H 4.112 -2.477 2.068
H 6.407 -2.087 1.233
C 7.219 -0.135 -0.435
F 7.262 0.545 -1.591
F 7.933 0.593 0.450
F 7.921 -1.263 -0.633
H 4.967 1.248 -1.036
H -1.042 -0.602 1.433
H -3.281 2.019 0.023
H -5.659 -0.008 1.593
H -5.305 1.658 1.097
H -5.870 -1.469 -1.795
H -5.534 -1.858 -0.104
```